1.
Below is a 11-piece molecular cluster, C52H137N11O15 overall at a distorted geometry, with properties calculated with ωB97M-V/def2-TZVPD.

```
215
Properties=species:S:1:pos:R:3
H 4.031 -2.375 2.199
N -1.571 1.182 -0.152
H 1.193 1.597 -5.336
H 2.782 3.154 1.057
C 8.742 -1.696 -0.174
H 5.381 1.258 -6.450
H -2.433 -0.661 -0.485
H 9.199 -1.708 -1.125
C 0.948 5.415 3.880
H -1.894 0.818 -6.044
C -2.839 1.827 -0.386
O 0.478 -6.810 0.668
O 0.023 -1.197 -1.011
H -3.617 -1.033 -4.612
H 1.345 3.710 2.647
H -1.902 -4.657 -1.975
C 2.161 -1.171 3.741
C 7.590 -2.660 -0.257
N 0.623 2.115 -3.311
H 1.214 6.187 1.704
H -2.275 1.867 3.847
C 9.364 0.620 -0.030
H 0.248 6.223 3.894
N 1.954 3.671 -0.745
H -1.283 -6.533 1.831
H 2.816 -2.763 4.937
H 3.928 -5.707 1.812
H -1.262 5.364 -1.126
H 2.896 7.699 -3.753
H 2.300 -4.069 1.178
C 4.868 -0.020 0.552
N 0.612 5.393 1.550
H 1.997 5.468 -2.830
H -0.928 -0.749 -4.310
N 8.302 -0.335 0.182
H -1.896 3.652 0.180
H 4.632 7.495 -3.656
H -3.498 4.080 -0.358
N -5.474 1.854 1.662
C -0.926 -7.020 0.954
H 1.607 -1.822 -2.071
H 2.786 -0.517 4.324
H -4.010 -4.318 -4.256
H -2.126 -0.207 1.184
C -2.769 -4.033 -1.695
C 2.583 -2.611 3.866
H 3.885 4.109 -1.445
H 0.742 -3.333 3.820
H 9.790 0.568 -1.071
H -1.021 3.325 1.988
H 6.075 3.064 0.338
H -6.780 3.727 0.101
C 1.423 -1.380 -1.087
C -3.866 -5.068 -3.513
H 4.791 -1.100 0.679
H 0.944 4.868 0.766
C 0.617 4.515 2.690
N -1.136 -0.078 -3.564
H -7.427 2.802 -3.441
C -4.976 -1.507 -2.419
H 7.436 4.018 -0.311
C -0.773 3.964 2.810
H -3.403 1.613 -1.316
H -1.228 1.160 -1.186
C -3.471 -1.139 4.708
O -2.794 -3.232 3.664
H 3.488 2.180 -3.505
H -5.487 -4.120 -0.546
H -5.377 2.978 -0.591
H 1.211 1.086 4.328
C -2.182 1.465 -5.156
H 7.902 -3.727 -0.393
O 3.585 6.639 -2.139
C -2.685 3.362 -0.494
H -0.097 2.869 -3.392
H -4.751 -2.758 5.437
H 1.942 5.866 3.713
H 2.212 -4.649 -1.407
H 2.321 4.279 -4.465
O -6.148 -2.429 2.220
H 2.845 -6.946 1.301
H 0.242 -0.048 0.598
H -2.992 3.457 3.925
H -1.529 -2.246 4.928
H 3.689 6.141 -4.149
C 2.933 1.687 -4.319
C -2.167 2.843 4.370
H -7.728 0.356 1.790
C -1.730 -0.220 0.218
H -2.859 -5.459 -3.755
H 3.687 -5.316 -0.863
H -5.240 -4.699 1.026
N 2.962 -6.033 1.717
C -2.434 0.677 -3.914
H -2.311 -4.917 2.816
C -6.295 -2.838 0.878
H 6.359 3.297 -1.434
N -4.342 -0.716 3.617
H -5.001 -1.212 6.283
H -3.012 -0.259 5.209
H 1.844 3.707 -6.087
O 0.836 -0.947 4.207
H 7.543 -0.108 -0.456
H -7.271 -3.301 0.816
C -6.628 -3.398 3.186
H -5.895 -0.848 -2.448
H -3.654 -2.914 1.326
H 0.389 -5.126 1.935
H -1.503 -6.748 0.068
H 9.498 -2.059 0.558
H 4.134 -3.977 3.142
C 3.697 6.973 -3.441
O 3.589 0.642 0.668
H -2.603 -3.069 -2.221
H 5.120 -3.018 -0.408
H -1.203 -0.641 -2.719
C 5.645 -3.014 -1.394
C -4.238 -1.863 5.799
H 4.255 2.185 -0.504
O 6.818 -2.247 -1.330
C -6.416 2.781 -0.338
H -1.356 2.147 -4.972
H 1.762 6.353 -1.183
H -3.806 -0.175 2.965
H 2.294 -6.333 -0.911
C -2.807 -4.032 -0.178
O -3.812 -0.848 -2.546
C -7.176 3.366 -2.521
C -1.851 5.091 -2.018
C -1.753 -4.017 3.153
O -2.332 3.744 -1.870
H 1.521 3.196 -1.532
H 6.951 -2.605 0.657
H -2.215 2.615 5.451
C -7.754 1.122 1.032
H -5.807 -3.977 3.566
H -0.969 -4.253 3.927
O -0.837 3.255 4.036
H 4.737 -2.375 3.743
H -2.763 5.726 -2.201
H -8.317 0.750 0.139
C 0.798 -5.455 0.959
H 5.350 0.064 -0.412
C 3.944 -2.866 3.156
C 2.314 2.657 0.231
H -2.528 1.401 -3.105
H -6.191 3.826 -2.672
C 3.344 1.631 -0.287
H -7.064 -2.837 4.057
C 4.895 1.110 -5.453
C 0.416 0.386 3.986
H 1.943 -0.416 -0.947
H 5.090 -2.590 -2.215
C 2.605 -5.336 -0.690
H -1.479 4.774 2.734
H 1.890 -2.036 -0.310
H -5.008 -1.868 -1.405
H -4.586 -5.830 -3.684
C 8.743 1.991 0.198
O -7.200 2.436 -1.468
H 3.272 5.012 -0.057
H 2.917 0.603 -4.031
C 1.563 3.702 -5.042
O 3.686 1.825 -5.541
H 4.824 0.052 -5.276
C -0.402 -0.806 0.273
H 10.124 0.448 0.762
C 2.220 -5.099 0.821
H 0.871 4.926 4.849
C -3.725 -0.226 -3.835
H -1.889 -3.573 0.120
H -6.194 -1.875 0.290
H -8.006 4.137 -2.454
H 5.557 0.448 1.265
H 0.324 -4.818 0.215
H -5.071 -2.368 -3.087
H -0.292 -1.692 0.981
H 5.874 -4.138 -1.630
C 6.790 3.156 -0.488
H -1.241 -3.523 2.297
H -5.360 1.082 2.293
H -4.580 0.393 -4.071
H 2.248 -0.957 2.692
H 5.551 1.469 -4.619
C -2.310 -2.023 4.222
H -5.791 2.650 2.152
O -3.945 -4.622 -2.179
H 8.391 2.113 1.266
H -3.025 2.040 -5.498
H -7.374 -4.032 2.694
C -6.354 1.583 0.569
H -0.937 -8.125 1.077
H -8.200 2.000 1.472
O 7.656 2.049 -0.734
C 2.479 5.776 -1.839
N -3.894 -3.191 0.376
H -5.876 0.822 -0.096
H 0.192 1.209 -3.397
H -4.665 -1.559 3.093
H 0.269 0.665 2.925
H 3.078 1.178 -1.223
H -1.882 -1.496 3.416
H 1.369 2.140 0.559
C 1.532 2.266 -4.533
C 3.000 4.585 -1.018
H 9.464 2.791 -0.060
N 1.552 -3.428 3.209
H -3.480 -2.175 6.551
H 1.859 -4.395 3.238
H 0.619 4.218 -5.033
C -5.224 -3.762 0.416
H -0.509 0.532 4.468
H -3.611 1.608 0.364
H -1.201 5.211 -2.902
H -2.920 -5.071 0.183
```

Properties
**E_LUMO**: 0.57 eV
**Electronic energy**: -3793.9394 Eh
**Charge**: 0
**SMILES**: COC[C@H](C)N.COC[C@H](C)N.COC[C@H](C)N.COC[C@H](C)N.COC[C@H](C)N.COC[C@H](C)N.COC[C@H](C)N.COCCNCCOC.COCCNCCOC.COCCNCCOC.COCCNCCOC
**HOMO**: -0.311 Eh
**Orbital gap**: 9.03 eV
**Spin multiplicity**: 1

2.
Below is C52H139N5O16 as an isolated structure at a distorted geometry, with properties calculated with ωB97M-V/def2-TZVPD.

```
212
Properties=species:S:1:pos:R:3
C -1.148 5.051 -2.264
H -3.623 1.020 -6.291
H -3.916 4.185 -1.938
H 6.529 -0.941 5.096
H 3.255 0.942 1.973
H -2.021 -6.230 -1.812
H 3.729 3.771 4.425
H -0.328 -0.936 1.648
H 2.535 -5.997 1.301
H -0.168 3.676 -5.063
C -2.098 -3.448 2.550
O -1.932 0.975 0.604
O 2.651 0.423 3.191
C -2.073 -5.968 -2.877
H -2.463 1.938 -1.202
C 0.803 -2.701 -4.708
H -0.897 -4.673 3.811
H 1.015 2.748 2.437
H 5.228 2.813 4.138
H 0.180 -5.870 0.259
C -2.824 1.746 -0.185
O 5.712 -1.632 -0.850
C -1.633 -0.293 0.053
H -1.027 -2.623 0.250
H -0.905 4.351 4.230
H -2.153 1.945 -6.235
H 4.361 1.661 0.726
O 7.391 -0.793 -5.586
C -1.066 -4.562 2.737
C -6.279 -2.231 0.410
H -3.432 2.260 -5.101
H -4.179 -3.093 3.275
H 4.988 1.037 2.208
H 8.910 -2.071 -6.073
H 3.313 3.680 -0.491
H 0.412 4.629 1.098
C 5.484 -0.829 5.372
C 0.088 4.032 3.903
C 1.301 0.810 3.373
H -2.954 2.714 0.295
H 5.387 -0.013 6.095
H -5.795 5.453 3.132
H -5.861 -3.315 -1.461
N 5.435 0.623 3.441
C -2.629 -4.551 -2.816
H -2.400 -0.958 0.473
O 2.086 -3.945 0.949
H 0.436 5.298 -3.612
O -6.576 -3.499 1.003
H 0.998 0.206 -0.826
H -3.790 1.240 -0.277
O -3.615 0.278 6.500
H -5.890 -1.322 2.392
H 1.264 2.955 -3.381
H -1.347 -5.532 2.327
C -2.804 0.769 5.449
H 1.611 -4.700 -1.984
H 2.626 -0.498 -4.714
N 6.092 0.138 -3.128
C 2.468 3.195 -0.989
C -4.169 4.001 3.262
H -4.220 2.200 2.003
H -5.628 4.588 -3.723
H -1.708 -0.320 -5.373
H 1.398 -7.969 -0.233
O -0.037 -1.262 -2.856
C -5.527 -2.444 -0.892
H -1.873 4.289 -1.973
H -3.330 1.645 5.051
C -2.901 -6.936 -3.711
H -4.456 -1.511 1.420
N -0.141 -2.182 -0.011
H 0.258 -3.541 -4.280
C -5.529 -1.319 1.361
C 4.128 1.569 1.786
H 4.778 4.691 2.237
C 6.150 -1.899 0.457
H 0.577 -2.599 0.587
H 5.720 1.764 -4.456
H 4.817 1.116 2.804
H -3.189 -4.088 1.035
H -4.482 -2.708 -0.697
H -2.713 2.869 3.854
H -3.002 -1.416 -3.678
O -3.442 3.345 4.279
H 4.245 -0.322 -0.318
N -0.860 3.784 -4.321
H -1.659 5.894 -2.732
C 4.815 -0.068 -2.442
H 1.040 -0.067 -5.274
H 0.280 2.662 -1.961
H 0.672 -0.001 3.745
H -5.674 -0.298 0.993
H -7.221 -1.734 0.147
H -4.498 5.082 0.442
H 4.768 -1.367 3.468
H 8.561 -0.843 -7.277
C -3.297 -3.702 3.466
C -2.314 0.342 -4.748
H -4.709 5.748 4.518
C -0.299 -0.837 0.553
H 0.424 3.496 4.795
H 1.562 0.542 -3.709
H 1.885 2.630 -0.253
H -6.377 5.843 -2.702
H -0.050 -1.829 -2.072
H -4.114 -0.773 -4.822
H -2.586 -1.258 4.704
H 6.284 -2.979 0.550
C -1.425 1.248 5.878
C 4.150 2.876 3.964
O -0.909 2.115 2.915
C 8.637 -1.025 -6.196
O -1.475 0.920 -3.737
H 5.064 -1.697 5.879
C -4.893 2.932 2.460
H -3.836 6.249 -0.785
H -2.795 -6.551 -4.729
C 0.939 0.009 0.249
H 3.220 -5.308 -0.150
H -6.103 3.137 -2.068
O 4.872 3.811 1.857
H 0.761 4.880 3.768
C -2.893 1.454 -5.601
H 1.254 1.747 3.932
H -5.370 3.369 1.575
H -7.055 -3.293 1.813
C 0.799 3.448 -2.517
H 2.404 -7.140 -1.418
H 1.814 -2.062 -3.046
H -3.564 -4.732 3.202
C -5.160 4.984 3.888
H 3.191 0.697 5.159
C 7.171 0.571 -5.264
H -3.720 0.963 7.165
H -1.300 4.483 1.618
H 2.709 -0.900 4.778
H 2.951 3.289 2.209
C -4.890 4.621 -1.693
H -0.816 0.473 6.349
H -4.734 6.080 -3.240
H 8.033 0.941 -4.699
C 1.069 -1.582 -3.692
C 5.869 0.681 -4.457
C 2.341 -5.271 0.501
C -0.139 4.456 -3.223
H -5.636 2.315 2.966
H -1.461 2.093 6.571
C 3.956 2.921 2.465
H 4.042 -3.262 1.124
H 3.754 2.001 4.485
H 5.074 0.132 -4.972
H -0.973 2.806 -4.029
C -5.451 5.315 -2.931
H 1.739 -3.013 -5.174
C 1.427 -7.131 -0.929
H 0.697 -7.324 -1.716
H 5.669 1.307 4.155
O -0.740 -5.995 -3.397
H -3.561 -0.192 3.689
H 3.468 -4.191 2.518
C 0.037 3.197 2.660
H -5.531 6.206 -0.395
H 0.703 -3.882 -0.895
H 5.879 0.381 -0.675
C 1.121 -5.781 -0.279
H -0.673 5.454 -1.366
H 4.287 -0.933 -2.862
H -1.817 -0.375 -1.023
H 1.835 -0.511 0.593
H -1.656 -2.472 2.765
H 4.227 0.840 -2.567
H 5.487 -1.499 1.227
H -2.706 -4.094 -3.807
O -5.848 3.647 -1.293
H -3.961 -7.048 -3.492
C 4.712 -0.474 4.096
H 0.907 1.053 2.384
H -2.442 -7.925 -3.692
O 1.780 4.152 -1.751
C -2.667 -0.242 4.313
C -3.396 -0.467 -4.055
H -0.199 -5.569 -2.697
H 7.109 1.188 -6.168
H -0.921 1.628 4.988
C 3.167 -3.483 1.741
H -1.806 -0.040 3.677
C 3.275 -0.052 4.359
C 1.605 -0.321 -4.374
H -3.033 -3.640 4.520
H 9.400 -0.326 -5.841
O -2.512 -3.417 1.193
H -0.913 0.262 -3.292
H -2.008 -3.930 -2.170
H 6.735 -0.638 -3.159
C 5.116 -0.343 -0.982
C -0.378 3.937 1.403
H -0.162 -4.253 2.209
H -0.515 3.281 0.543
H -3.654 -4.600 -2.437
H 7.181 -1.544 0.587
H -3.473 4.587 2.647
H 0.937 1.013 0.681
H -5.909 4.452 4.483
H 2.983 2.481 -1.651
H 2.925 -2.554 2.262
H -1.233 1.897 2.014
H 0.232 -2.295 -5.550
H -3.839 0.029 -3.193
H -5.568 -1.583 -1.558
C -4.648 5.572 -0.517
N 0.834 -4.786 -1.334
```

Properties
**E_LUMO**: 0.48 eV
**Electronic energy**: -3541.7957 Eh
**Charge**: 0
**HOMO**: -0.316 Eh
**Orbital gap**: 9.07 eV
**Spin multiplicity**: 1